# 1
The molecule C13H8Cl2FNO2, computed with ωB97M-V/def2-TZVPD.

Structure (ORCA input):
```
! RIJCOSX wB97M-V def2-TZVPD def2/J DEFGRID3
* xyz 0 1
H -2.32296 0.87733 -0.52837
F -0.83448 1.11440 -2.62119
C 0.88497 4.03514 -0.32631
C 1.15137 3.97610 -1.68391
H -1.82107 1.40160 1.09603
C 0.89575 -4.66378 1.25911
O -0.71219 -0.13396 0.26695
C 1.47265 -3.61903 0.52340
N -0.28687 -4.56969 1.82814
Cl 3.01871 -3.79598 -0.20095
H -0.16381 3.15475 1.31825
C -1.33072 -1.11972 0.91705
C -0.97001 -3.44875 1.70915
Cl 1.72257 -6.14533 1.45516
C -1.45815 1.08009 0.11427
H 1.80939 4.69913 -2.14060
C -0.49337 -2.34558 1.00352
C -0.55538 2.10924 -0.49940
O -2.43674 -1.02622 1.38586
H 0.76275 2.91816 -3.52087
C 0.75856 -2.43988 0.39708
C 0.04131 3.10697 0.25936
H 1.33641 4.80574 0.27923
H -1.93624 -3.41910 2.19215
H 1.16157 -1.61047 -0.16248
C 0.57343 2.98781 -2.46142
C -0.26747 2.07104 -1.85921
*
```

# 2
The molecule C7H5NO4, computed with ωB97M-V/def2-TZVPD.

Structure (ORCA input):
```
! RIJCOSX wB97M-V def2-TZVPD def2/J DEFGRID3
* xyz 0 1
O 1.28756 -1.86567 1.27214
C 0.47034 0.23585 0.40165
O -1.76417 -2.17257 -0.05605
C -0.50494 -0.13327 -0.53778
C -1.34844 0.84479 -1.06172
H 2.67825 -0.81818 2.34876
O -0.17880 -2.27990 -1.65234
C -0.84978 -1.64606 -0.69840
C 0.70597 1.60914 0.62750
C 1.35442 -0.64011 1.24433
C -1.11068 2.15664 -0.77662
O 2.31279 0.01533 1.93334
H 1.49180 1.93177 1.36986
H -2.12200 0.51614 -1.76768
H -1.73050 2.94790 -1.11504
N -0.13019 2.51923 0.12027
H -0.56163 -3.22103 -1.65222
*
```

## Properties
Energy above the lowest of the compared OMol25 structures with the same formula, charge and spin   0.475 eV

What did we get for gap between HOMO and LUMO? Answer: 9.569 9.758 eV, in the order shown.
What did we get for max |F|? Answer: 0.0106 0.0612 Eh/bohr, in the order shown.